[1]
16
Properties=species:S:1:pos:R:3:forces:R:3 method="wB97M-V/def2-TZVPD" gap_ev=9.3025 e_above_lowest_kcal_mol=132.0 energy_ha=-420.8457
C -1.052 1.276 0.283 -2.647 3.058 -3.565
C 0.156 1.721 -0.174 1.507 0.285 -0.270
O 1.480 1.187 -0.338 -3.551 -2.663 1.825
C 1.648 -0.064 0.532 3.778 0.325 -2.294
O 1.209 -1.392 0.145 -0.176 3.121 -1.121
C 0.002 -1.235 -0.663 2.358 -3.590 3.971
C -1.137 -1.112 0.262 -2.927 2.336 -1.121
O -1.813 0.128 0.024 0.970 2.264 1.086
H -1.870 2.202 0.107 2.360 -2.472 0.948
H 0.252 2.763 -0.527 -0.370 -0.415 0.929
H 1.348 0.193 1.538 -0.253 0.090 0.176
H 2.771 -0.112 0.320 -1.371 -0.172 1.355
H -0.055 -2.190 -1.099 -0.196 -1.544 -0.537
H 0.120 -0.651 -1.486 0.035 2.750 -1.813
H -1.190 -1.051 1.369 1.264 -1.745 -0.645
H -1.871 -1.662 -0.293 -0.783 -1.629 1.075



[2]
21
Properties=species:S:1:pos:R:3:forces:R:3 method="wB97M-V/def2-TZVPD" gap_ev=9.8596 smiles="C/C=C/CCC.O" e_above_lowest_kcal_mol=57.8 energy_ha=-312.1629
C -0.226 -2.844 -0.469 -1.014 -1.150 -0.401
C -0.910 -1.719 0.233 1.612 -0.078 -1.362
C -0.223 -0.916 1.051 -1.005 0.791 1.949
C -1.055 0.025 2.027 0.944 -1.200 -0.153
C -0.741 1.469 1.667 2.396 0.885 3.012
C -0.708 1.841 0.254 -2.133 -2.903 -1.998
H -0.547 -3.759 0.061 -0.101 0.056 -0.433
H 0.825 -2.880 -0.376 1.364 0.407 0.157
H -0.473 -2.973 -1.540 -0.076 0.168 0.496
H -1.928 -1.630 -0.185 0.132 0.389 1.448
H 0.946 -0.862 1.172 -2.490 -0.612 -0.271
H -2.166 -0.217 2.001 1.294 0.358 -0.519
H -0.801 -0.189 3.129 0.000 0.317 -1.616
H -1.329 2.067 2.373 -0.236 0.474 -0.694
H 0.363 1.792 1.971 -1.892 -1.186 0.069
H 0.004 1.249 -0.311 0.409 -0.062 0.138
H -0.534 2.814 0.071 0.988 3.556 -0.257
H -1.632 1.664 -0.322 -0.190 -0.211 0.436
O 3.574 1.917 -4.523 0.212 6.332 1.394
H 3.977 2.100 -3.654 -0.307 -0.165 -0.661
H 3.586 1.050 -4.629 0.094 -6.166 -0.732



[3]
59
Properties=species:S:1:pos:R:3:forces:R:3 method="wB97M-V/def2-TZVPD" gap_ev="4.8239 / 4.3962" e_above_lowest_kcal_mol=51.5 total_charge=+2 energy_ha=-2434.0517
Os 1.116 0.401 0.058 -1.176 2.654 3.808
C 0.802 3.080 2.073 -0.132 -0.197 0.472
C 1.504 2.159 3.052 -0.025 0.328 -0.274
N 1.408 0.762 2.600 -0.181 -0.295 -0.977
C 2.522 -0.070 3.068 0.216 -0.185 0.136
C 3.765 0.007 2.173 -0.178 0.075 -0.115
S 3.486 0.612 0.477 -0.083 0.004 -0.560
C 3.718 2.418 0.696 -0.022 -0.099 0.028
C 2.536 3.272 0.264 0.344 0.021 -0.165
N 1.208 2.801 0.700 -0.027 -1.366 -0.778
H -0.273 2.906 2.133 -0.013 0.069 -0.042
H 0.994 4.120 2.356 -0.005 -0.008 -0.132
H 2.554 2.429 3.140 0.000 -0.065 0.050
H 1.049 2.293 4.036 0.094 -0.153 0.021
H 0.544 0.359 2.949 -0.058 -0.006 -0.046
H 2.812 0.200 4.088 -0.121 0.036 -0.024
H 2.166 -1.095 3.088 0.083 0.045 0.175
H 4.538 0.656 2.579 0.071 -0.073 0.014
H 4.188 -0.990 2.058 0.101 0.046 0.007
H 3.994 2.581 1.733 0.093 0.036 0.006
H 4.577 2.672 0.077 0.005 0.102 0.066
H 2.724 4.293 0.615 -0.134 -0.012 -0.027
H 2.513 3.289 -0.825 -0.072 0.069 0.044
H 0.532 3.254 0.091 -0.097 -0.144 -0.102
C -3.191 0.436 -1.043 -0.008 -0.028 0.056
C -1.749 0.840 -0.974 -0.323 -0.506 0.185
N -0.910 0.059 -0.273 1.020 0.678 -0.663
N -1.502 -1.026 0.252 -0.336 -0.637 0.407
C -0.763 -1.872 0.893 -0.630 0.238 0.107
S 0.959 -1.701 1.040 0.257 1.049 -2.174
S -1.442 -3.205 1.762 0.004 -0.035 0.411
C -2.867 -3.740 0.714 0.586 -0.037 -0.158
C -2.258 -4.653 -0.311 -0.153 -0.179 -0.220
C -1.877 -4.167 -1.559 -0.189 0.032 0.121
C -1.208 -4.985 -2.454 0.168 -0.176 -0.004
C -0.913 -6.298 -2.108 -0.003 0.101 -0.007
C -1.321 -6.799 -0.879 0.092 -0.008 -0.019
C -1.977 -5.978 0.021 -0.219 0.186 -0.080
C -1.324 1.995 -1.683 0.944 0.236 -0.026
C -2.273 2.951 -2.121 -0.089 0.069 -0.084
C -1.925 3.988 -2.940 0.068 0.032 0.039
C -0.598 4.107 -3.402 -0.199 -0.089 0.051
C 0.358 3.220 -2.991 0.360 -0.075 0.189
C 0.050 2.190 -2.074 -1.667 0.386 -0.053
O 1.024 1.465 -1.626 1.745 -2.113 0.391
H -3.265 -0.643 -1.114 -0.053 0.003 -0.028
H -3.708 0.883 -1.884 0.063 0.052 0.011
H -3.690 0.722 -0.113 -0.042 -0.033 -0.002
H -3.352 -2.860 0.304 -0.051 -0.010 0.033
H -3.530 -4.258 1.403 -0.017 0.055 0.033
H -2.130 -3.150 -1.841 0.025 0.038 0.013
H -0.905 -4.606 -3.421 -0.039 0.029 -0.018
H -0.360 -6.925 -2.793 -0.073 -0.045 -0.041
H -1.122 -7.830 -0.619 0.026 -0.012 0.002
H -2.291 -6.367 0.982 0.028 -0.023 0.028
H -3.292 2.882 -1.771 -0.015 -0.046 -0.065
H -2.668 4.712 -3.240 -0.001 0.009 -0.001
H -0.335 4.909 -4.078 0.016 -0.027 -0.032
H 1.380 3.294 -3.339 0.020 0.002 0.015



[4]
82
Properties=species:S:1:pos:R:3:forces:R:3 method="wB97M-V/def2-TZVPD" gap_ev=4.7906 e_above_lowest_kcal_mol=24.2 total_charge=+1 energy_ha=-1673.3594
C -3.802 4.451 -3.946 -0.112 -0.183 0.244
O -3.998 4.377 -2.516 1.047 -0.155 0.190
C -3.099 3.769 -1.688 -0.414 -0.105 -0.468
C -3.333 4.035 -0.324 0.064 -0.215 -0.417
C -2.657 3.328 0.636 0.299 -0.474 0.384
C -1.641 2.387 0.310 -0.369 -0.466 -1.005
C -0.942 1.685 1.366 1.096 0.713 0.678
C 0.387 1.269 1.361 -1.203 0.342 -1.127
C 1.106 0.955 2.532 1.168 -1.689 0.379
N 2.202 0.178 2.597 -1.847 1.381 0.102
C 2.887 -0.139 3.869 0.246 -0.359 0.575
C 3.612 1.051 4.534 -0.100 0.524 -0.150
C 4.452 0.627 5.726 0.049 0.099 0.193
C 5.831 0.869 5.732 -0.172 -0.451 -0.022
C 6.637 0.304 6.724 -0.316 0.103 0.313
C 6.049 -0.438 7.760 -0.125 -0.066 -0.345
C 4.656 -0.600 7.807 0.024 0.332 -0.138
C 3.858 -0.038 6.805 0.446 -0.151 -0.122
C 3.870 -1.232 3.437 0.492 -1.147 0.583
O 4.595 -1.899 4.169 -1.026 1.158 -0.967
N 3.758 -1.383 2.085 0.117 0.160 0.751
C 4.535 -2.377 1.384 0.042 -0.205 -0.543
C 2.747 -0.567 1.435 0.620 -0.169 -0.645
C 1.713 -1.469 0.735 -0.034 -0.113 0.230
C 3.406 0.378 0.406 0.164 0.031 -0.032
C -1.379 2.176 -1.076 0.043 0.342 0.143
C -2.080 2.859 -2.072 -0.109 0.161 0.172
H -4.644 5.061 -4.294 0.324 -0.165 0.051
H -2.853 4.948 -4.201 -0.265 -0.232 0.160
H -3.873 3.452 -4.403 0.165 0.278 0.176
H -4.091 4.775 -0.088 0.096 -0.173 0.097
H -2.886 3.498 1.686 0.021 0.023 -0.124
H -1.481 1.576 2.316 0.179 0.417 -0.192
H 0.859 1.213 0.373 0.009 0.061 0.571
H 0.749 1.340 3.497 0.120 -0.269 -0.327
H 2.171 -0.566 4.604 0.319 0.147 -0.583
H 4.258 1.546 3.785 -0.296 -0.159 0.271
H 2.836 1.773 4.848 0.285 -0.125 -0.149
H 6.270 1.458 4.923 -0.042 -0.262 0.221
H 7.720 0.456 6.698 -0.424 -0.074 0.034
H 6.676 -0.921 8.513 -0.218 0.258 -0.225
H 4.184 -1.156 8.622 0.252 0.209 -0.290
H 2.771 -0.151 6.822 0.288 -0.094 0.109
H 5.229 -2.849 2.090 -0.289 0.220 -0.154
H 3.875 -3.141 0.950 0.222 0.084 0.139
H 5.103 -1.914 0.567 -0.044 -0.107 0.188
H 1.623 -2.416 1.288 -0.150 0.313 -0.186
H 0.735 -0.984 0.672 0.189 -0.259 -0.072
H 2.070 -1.675 -0.284 -0.258 -0.090 0.389
H 4.447 0.592 0.694 -0.436 0.073 -0.033
H 3.412 -0.123 -0.572 0.115 0.313 0.271
H 2.849 1.317 0.312 0.277 -0.180 -0.039
H -0.629 1.435 -1.383 -0.324 0.313 0.120
H -1.851 2.677 -3.130 -0.239 0.011 0.552
C -4.639 -3.537 -4.328 0.002 -0.140 -0.027
N -3.821 -2.548 -3.619 -1.471 -0.284 0.099
C -2.463 -2.608 -3.690 1.952 1.172 0.324
C -1.592 -1.807 -2.987 -0.819 -0.897 -0.637
C -0.243 -1.801 -3.624 0.529 -0.216 -0.935
C -0.258 -3.063 -4.536 0.178 -0.268 0.501
C -1.736 -3.404 -4.781 -0.112 0.260 -0.166
C -4.425 -1.275 -3.349 -0.016 0.449 0.033
C -4.595 -0.788 -2.046 0.056 0.018 -0.274
C -5.086 0.506 -1.844 0.047 -0.066 -0.106
C -5.369 1.333 -2.931 0.014 -0.072 0.019
C -5.201 0.852 -4.230 -0.133 -0.208 0.097
C -4.776 -0.460 -4.435 0.377 0.140 0.122
H -5.685 -3.214 -4.328 0.258 0.012 0.040
H -4.325 -3.675 -5.375 -0.063 0.071 0.246
H -4.602 -4.515 -3.827 0.069 0.257 -0.117
H -1.865 -1.133 -2.178 -0.112 -0.121 -0.263
H -0.125 -0.924 -4.290 -0.006 -0.064 0.339
H 0.643 -1.811 -2.972 -0.312 0.024 0.108
H 0.326 -2.928 -5.453 -0.235 -0.026 0.150
H 0.186 -3.904 -3.995 0.114 0.119 0.015
H -1.938 -4.485 -4.755 0.049 0.302 0.143
H -2.024 -3.080 -5.797 -0.224 0.085 0.376
H -4.306 -1.411 -1.199 -0.155 0.082 -0.221
H -5.247 0.881 -0.831 0.114 -0.136 -0.246
H -5.714 2.354 -2.766 0.050 -0.287 -0.020
H -5.405 1.499 -5.084 -0.016 -0.217 0.199
H -4.616 -0.835 -5.448 -0.102 0.084 0.270



[5]
106
Properties=species:S:1:pos:R:3:forces:R:3 method="wB97M-V/def2-TZVPD" gap_ev=7.6685 smiles="CCCCCC1=C(CCOCCOc2ccc(C(C)(C)CC(C)(C)C)cc2)C(=O)C(CCOCC(F)(F)F)=CC1=O.FC(F)C(F)(F)COC(F)(F)C(F)F" energy_ha=-3028.4828
C 8.036 -5.796 1.871 -0.237 0.077 0.066
C 7.541 -4.827 0.786 0.298 0.176 0.454
C 6.586 -3.767 1.343 -0.209 -0.146 0.012
C 5.647 -3.165 0.297 0.030 0.041 0.029
C 4.392 -2.495 0.889 -0.018 0.188 -0.072
C 4.337 -0.980 0.922 -0.073 0.010 -0.027
C 3.185 -0.294 1.040 0.184 -0.068 0.011
C 1.837 -0.961 1.154 -0.236 0.107 0.073
C 0.838 -0.384 2.185 0.017 -0.054 -0.082
O 0.204 -1.447 2.885 -0.066 0.043 -0.063
C -1.087 -1.768 2.401 0.025 0.030 0.101
C -2.169 -0.797 2.903 0.091 -0.240 0.022
O -3.144 -1.486 3.693 0.053 0.064 -0.010
C -4.419 -1.483 3.179 -0.167 0.032 -0.056
C -5.355 -0.573 3.644 -0.042 -0.049 -0.046
C -6.649 -0.590 3.139 0.126 -0.051 0.081
C -7.050 -1.503 2.163 0.065 0.204 -0.140
C -8.505 -1.516 1.674 -0.004 -0.242 0.248
C -9.140 -0.118 1.775 -0.224 -0.146 0.326
C -9.269 -2.440 2.658 0.080 -0.128 -0.176
C -8.673 -2.123 0.263 0.088 0.405 -0.025
C -8.387 -1.259 -0.993 0.106 -0.253 -0.336
C -7.101 -0.424 -0.885 0.080 -0.306 -0.180
C -8.190 -2.266 -2.150 -0.279 0.205 0.113
C -9.581 -0.359 -1.375 0.041 0.067 0.292
C -6.089 -2.411 1.713 0.043 0.057 0.135
C -4.793 -2.404 2.211 -0.057 -0.003 0.016
C 3.246 1.202 1.017 0.178 -0.071 -0.136
O 2.386 1.898 1.513 -0.295 0.020 -0.106
C 4.409 1.854 0.329 0.067 -0.017 -0.250
C 4.230 3.255 -0.180 0.206 0.046 0.663
C 4.096 4.283 0.972 0.167 0.002 -0.174
O 2.924 5.062 0.797 -0.049 -0.079 0.009
C 2.029 5.097 1.869 -0.132 0.055 0.123
C 0.582 5.038 1.360 -0.114 -0.039 -0.224
F 0.012 3.838 1.600 0.075 0.232 -0.093
F 0.485 5.268 0.038 -0.006 -0.029 0.383
F -0.179 5.962 1.988 0.106 -0.187 -0.086
C 5.545 1.164 0.248 -0.184 -0.113 0.027
C 5.612 -0.191 0.856 -0.138 0.118 0.011
O 6.652 -0.613 1.308 0.150 -0.130 -0.049
H 8.373 -6.743 1.448 0.166 0.088 -0.007
H 7.232 -6.031 2.575 0.001 -0.027 -0.078
H 8.844 -5.353 2.455 0.016 -0.070 -0.032
H 7.062 -5.390 -0.017 -0.022 0.058 -0.043
H 8.420 -4.312 0.387 -0.119 -0.145 -0.361
H 7.144 -2.969 1.832 -0.018 -0.027 0.057
H 5.964 -4.234 2.116 0.015 -0.014 -0.043
H 5.307 -3.968 -0.363 0.005 -0.006 0.041
H 6.186 -2.459 -0.339 0.021 -0.078 -0.034
H 4.202 -2.866 1.902 0.067 -0.062 -0.020
H 3.532 -2.811 0.294 0.009 0.007 0.071
H 1.375 -0.952 0.159 0.021 0.004 0.026
H 1.950 -2.010 1.425 0.143 0.075 0.012
H 0.094 0.236 1.678 0.047 0.084 0.105
H 1.332 0.243 2.921 0.086 -0.061 0.047
H -1.078 -1.810 1.305 -0.018 -0.064 -0.004
H -1.325 -2.757 2.793 -0.001 -0.006 -0.058
H -1.684 -0.064 3.551 -0.043 0.098 -0.085
H -2.671 -0.300 2.071 0.018 0.122 0.068
H -5.073 0.148 4.401 0.043 -0.042 0.002
H -7.349 0.132 3.541 -0.035 -0.024 -0.083
H -10.082 -0.087 1.227 0.076 0.034 -0.059
H -8.485 0.686 1.445 -0.065 -0.030 -0.216
H -9.398 0.091 2.817 0.063 0.048 -0.048
H -10.270 -2.667 2.283 -0.013 0.111 0.063
H -8.738 -3.386 2.784 -0.039 -0.012 -0.035
H -9.359 -1.973 3.639 0.063 -0.019 0.011
H -9.710 -2.465 0.195 0.021 -0.002 -0.113
H -8.061 -3.020 0.171 -0.063 -0.081 0.172
H -6.969 0.057 0.082 -0.115 0.166 -0.066
H -7.084 0.326 -1.679 0.015 0.064 0.067
H -6.227 -1.065 -1.035 -0.001 0.050 0.093
H -7.258 -2.823 -2.031 -0.058 -0.058 0.010
H -8.173 -1.750 -3.112 0.124 -0.031 0.023
H -9.027 -2.971 -2.172 0.053 -0.038 -0.057
H -10.529 -0.802 -1.057 0.015 0.008 -0.079
H -9.629 -0.220 -2.456 0.064 0.047 0.010
H -9.508 0.631 -0.920 -0.042 -0.058 0.016
H -6.323 -3.154 0.964 -0.072 0.022 -0.005
H -4.069 -3.128 1.855 0.016 0.021 0.009
H 3.318 3.333 -0.773 0.057 -0.026 -0.091
H 5.102 3.512 -0.780 -0.216 -0.091 -0.107
H 4.099 3.780 1.940 -0.108 0.007 0.013
H 4.956 4.958 0.953 -0.042 0.001 0.012
H 2.160 4.245 2.538 0.003 0.003 -0.010
H 2.126 6.022 2.446 0.046 0.007 -0.069
H 6.453 1.550 -0.199 0.014 0.058 0.109
F 7.309 3.960 -5.838 0.010 0.002 -0.001
C 7.088 4.472 -4.612 0.056 0.042 0.066
F 8.187 4.256 -3.855 -0.004 0.002 -0.037
C 5.896 3.781 -3.946 -0.057 -0.244 -0.027
F 6.171 2.475 -3.750 0.013 0.042 -0.003
F 5.792 4.367 -2.712 0.067 0.154 -0.102
C 4.517 3.942 -4.601 -0.417 0.285 0.144
O 4.069 2.863 -5.393 0.414 -0.244 0.015
C 4.323 2.797 -6.735 -0.210 0.093 0.014
F 4.955 3.892 -7.192 0.031 -0.017 -0.003
F 3.134 2.720 -7.375 -0.024 0.060 -0.052
C 5.093 1.519 -7.091 0.003 -0.054 -0.012
F 6.284 1.506 -6.462 0.005 0.008 -0.017
F 5.309 1.499 -8.423 0.007 -0.011 0.003
H 6.918 5.549 -4.689 -0.004 -0.006 -0.022
H 3.818 3.972 -3.766 0.005 -0.018 0.001
H 4.433 4.897 -5.120 0.160 -0.033 -0.065
H 4.515 0.640 -6.798 -0.006 0.002 -0.002



[6]
52
Properties=species:S:1:pos:R:3:forces:R:3 method="wB97M-V/def2-TZVPD" gap_ev=8.4626 e_above_lowest_kcal_mol=0.0 total_charge=+1 energy_ha=-5410.9860
Sn 0.139 -0.720 -0.295 -0.013 0.143 0.047
Cl 3.840 -1.499 5.924 -0.003 -0.001 0.002
C 3.273 -1.449 4.309 0.000 0.001 -0.004
C 1.938 -1.725 4.027 0.004 0.002 0.005
Cl 0.846 -2.120 5.286 0.000 0.000 0.000
C 1.491 -1.685 2.711 -0.031 -0.019 -0.044
Cl -0.161 -2.062 2.340 0.002 -0.049 0.030
C 2.343 -1.364 1.657 -0.039 0.088 0.007
O 1.936 -1.311 0.378 0.097 -0.143 -0.026
C 3.678 -1.086 1.956 -0.003 0.018 0.002
Cl 4.731 -0.673 0.657 -0.014 -0.001 -0.016
C 4.144 -1.131 3.266 -0.015 -0.005 -0.007
Cl 5.788 -0.787 3.595 0.009 0.003 0.001
Cl -2.670 0.014 -1.634 -0.072 -0.036 -0.243
C -3.294 -1.293 -0.673 0.081 -0.029 0.003
C -4.558 -1.159 -0.128 0.009 0.006 0.001
C -5.057 -2.175 0.671 -0.007 0.000 0.000
C -4.295 -3.301 0.930 -0.005 0.002 0.009
C -3.025 -3.417 0.387 0.015 0.002 -0.046
Cl -2.117 -4.844 0.730 0.004 0.005 0.000
C -2.492 -2.415 -0.432 -0.031 -0.009 0.036
S -0.900 -2.640 -1.194 0.007 0.022 -0.023
H -5.139 -0.273 -0.338 -0.008 0.001 -0.004
H -6.048 -2.088 1.094 0.002 0.000 0.002
H -4.676 -4.100 1.551 0.000 0.002 0.000
N -1.276 5.302 3.830 -0.003 0.002 -0.001
C -1.084 4.374 3.183 0.008 -0.003 0.002
C -0.842 3.211 2.370 0.005 0.008 -0.005
C -1.908 2.389 2.010 0.007 -0.020 -0.008
C -1.680 1.271 1.227 -0.008 0.014 0.096
C -0.387 0.982 0.806 0.065 -0.006 0.001
C 0.680 1.798 1.170 -0.025 0.021 0.020
C 0.453 2.919 1.953 0.006 0.005 0.004
H -2.908 2.629 2.346 0.002 0.003 0.006
H -2.515 0.637 0.956 0.067 0.062 0.088
H 1.692 1.576 0.849 0.003 -0.006 0.001
H 1.270 3.564 2.242 -0.002 0.003 -0.001
C 0.078 2.058 -5.930 0.004 -0.006 0.003
C 0.592 2.572 -4.584 -0.011 0.006 -0.007
C 1.082 1.472 -3.705 0.045 0.000 0.007
N 0.566 1.157 -2.578 -0.126 -0.040 0.010
N 1.197 0.082 -1.992 -0.040 -0.080 -0.041
C 2.208 -0.410 -2.692 0.032 0.057 0.046
N 2.948 -1.445 -2.302 -0.043 -0.052 0.008
S 2.440 0.457 -4.160 -0.033 0.002 -0.003
H -0.292 2.889 -6.528 0.000 0.000 0.001
H -0.736 1.347 -5.791 0.000 0.004 0.000
H 0.867 1.566 -6.501 0.001 0.002 -0.001
H -0.198 3.081 -4.032 0.004 0.000 -0.001
H 1.399 3.292 -4.737 0.002 0.003 0.004
H 2.917 -1.714 -1.322 0.038 0.022 0.010
H 3.721 -1.754 -2.865 0.016 -0.004 0.026